No. 1
The molecule C3H3NO2S at a distorted geometry, computed with ωB97M-V/def2-TZVPD.

Frontier orbital gap (spin up / spin down) in hartree: 0.26465 / 0.30266
Multiplicity: 3
HOMO energy (spin up / spin down) in eV: -6.531 / -9.940
LUMO (spin up / spin down) in eV: 0.67 / -1.70

Each line ends with the Mulliken charge.
Geometry (Å):
C 0.975749 1.101807 0.916961  0.302
C -0.758971 0.783726 -0.575061  -0.388
C 0.073912 -0.413998 -0.500037  -0.023
N 1.147034 -0.146123 0.487817  -0.346
O 0.508203 -2.604947 1.237470  -0.515
O -0.060732 1.651738 0.427421  -0.347
S 0.012746 -1.277001 1.130989  0.385
H -0.730607 1.358264 -1.530308  0.255
H -1.778523 0.566257 -0.377613  0.275
H 0.611189 -1.019724 -1.217639  0.401

Cartesian forces (eV/Å) of the 6 atoms listed first:
1.91 -0.50 0.33
1.40 1.94 -1.01
2.47 -2.16 1.00
1.80 -1.16 0.19
0.86 -2.25 -0.31
-4.67 2.93 -1.22

***

No. 2
The molecule C3H3NO2S2 at a distorted geometry, computed with ωB97M-V/def2-TZVPD.

Frontier orbital gap in hartree: 0.35005
HOMO energy in eV: -9.534
SMILES: O=C1OC=NC1(S)S
LUMO in eV: -0.01

Each line ends with the Mulliken charge.
Geometry (Å):
C -1.186322 -1.186738 0.756758  0.114
C -0.245556 -0.692785 -1.161161  0.208
C 0.193423 0.362073 -0.103004  0.565
N -0.608061 -0.102314 1.058483  -0.433
O 0.141894 -0.776074 -2.281135  -0.463
O -1.155181 -1.556497 -0.601025  -0.350
S 2.035261 0.218584 0.292437  -0.169
S -0.134286 2.024347 -0.681866  -0.153
H -1.794027 -1.928965 1.269724  0.378
H 1.962033 1.031167 1.361247  0.147
H 0.790822 2.607202 0.089543  0.155

Cartesian forces (eV/Å) of the 6 atoms listed first:
-0.19 0.64 -1.63
0.88 0.32 -0.89
-0.28 -1.27 0.81
0.34 -0.43 0.88
-0.27 -0.10 0.10
0.97 0.48 0.56

***

No. 3
A structure of composition C3H3NO3 at a distorted geometry, computed with ωB97M-V/def2-TZVPD.

Frontier orbital gap in hartree: 0.34938
HOMO energy in eV: -9.081
LUMO in eV: 0.43

Each line ends with the Mulliken charge.
Geometry (Å):
C -0.647365 0.080704 -0.362297  0.551
C -0.587497 -1.226315 -0.350617  -0.495
C 0.475305 0.377181 0.358618  0.481
H -1.184658 1.759909 -1.192779  0.300
H -1.219316 -1.893962 -0.850360  0.471
H 1.812205 0.981245 1.561023  0.412
N 0.425239 -1.756146 0.358947  -0.415
O -1.453793 0.882804 -1.252780  -0.511
O 0.997516 -0.618290 1.024015  -0.246
O 1.382363 1.412869 0.706230  -0.548

Cartesian forces (eV/Å) of the 6 atoms listed first:
0.09 6.69 -1.71
1.92 -5.52 1.11
3.05 3.79 2.94
0.81 2.47 0.30
-0.69 -0.91 -0.75
-0.99 1.64 -2.61

***

No. 4
The molecule C3H3NO3, computed with ωB97M-V/def2-TZVPD.

Frontier orbital gap in hartree: 0.35421
HOMO energy in eV: -9.469
LUMO in eV: 0.17

Each line ends with the Mulliken charge.
Geometry (Å):
N -0.617362 -1.082778 -1.043184  -0.581
C 0.183945 -0.246040 -0.595173  0.730
O 0.015155 0.960828 0.033081  -0.226
C -1.162735 1.240444 0.655479  0.181
O -2.123727 0.529355 0.701420  -0.472
C 1.974507 -1.000450 0.442064  -0.277
O 1.548921 -0.487329 -0.699215  -0.202
H -1.578553 -0.826495 -0.843865  0.320
H -1.084891 2.235532 1.106842  0.351
H 3.011826 -1.299539 0.189052  0.177

Cartesian forces (eV/Å) of the 6 atoms listed first:
0.20 0.33 0.14
-0.56 -0.28 -0.14
0.07 -0.11 -0.06
-0.61 -0.24 0.07
0.51 0.42 -0.03
0.22 -0.04 -0.37

***

E_tot / eV: -19572.6921, -30414.1762, -10788.2661, -10788.3554
M / Da: 117.129, 149.196, 101.061, 101.061
Relative energy (zero: lowest compared OMol25 entry of this formula, charge and spin) / eV: 3.958, 0.700, 4.434, 4.345